[1]
Entry from the OMol25 dataset: a molecular structure, C19H27N7S2Zr in a non-equilibrium geometry (ωB97M-V with the def2-TZVPD basis set).

Atoms and positions in Å:
Zr 0.23 0.03 -0.15
C 1.90 -1.98 1.17
C 0.50 -2.09 1.79
N -0.54 -1.78 0.80
C -1.83 -1.49 1.45
C -1.83 -0.11 2.04
C -2.60 0.29 3.12
C -2.43 1.60 3.59
C -1.49 2.45 2.98
C -0.77 1.97 1.90
C 0.24 2.80 1.14
N 1.12 2.02 0.23
C 2.44 1.73 0.80
C 2.48 0.37 1.49
N 2.14 -0.68 0.55
N -0.98 0.73 1.44
H 1.99 -2.75 0.39
H 2.67 -2.21 1.92
H 0.45 -1.43 2.66
H 0.35 -3.11 2.16
H -0.61 -2.57 0.12
H -2.06 -2.25 2.20
H -2.62 -1.53 0.69
H -3.30 -0.38 3.59
H -3.01 1.95 4.43
H -1.35 3.46 3.34
H 0.83 3.41 1.83
H -0.34 3.49 0.52
H 1.21 2.56 -0.67
H 2.78 2.52 1.47
H 3.16 1.72 -0.03
H 1.80 0.38 2.35
H 3.49 0.20 1.89
H 2.83 -0.77 -0.23
C 4.12 -1.71 -3.94
S 3.64 -2.42 -2.36
C 2.22 -1.42 -2.07
S 2.35 0.23 -1.59
N 1.06 -1.96 -2.26
N 0.02 -1.07 -2.03
C -1.05 -1.44 -2.63
C -2.05 -0.44 -2.43
C -3.35 -0.46 -2.89
C -4.12 0.65 -2.58
C -3.56 1.69 -1.83
C -2.23 1.58 -1.42
N -1.46 0.52 -1.71
H 4.93 -2.30 -4.37
H 4.48 -0.68 -3.82
H 3.28 -1.71 -4.64
H -1.19 -2.34 -3.24
H -3.73 -1.28 -3.48
H -5.15 0.71 -2.91
H -4.14 2.57 -1.57
H -1.74 2.36 -0.85
H 0.78 0.37 1.65

Values from the calculation:
orbital gap = 5.753 eV
DFT total energy = -53504.9737 eV
net charge = +2
strongest force on any atom = 5.95 eV/Å


[2]
Entry from the OMol25 dataset: 6 unconnected molecules or ions with the total composition C19H27NO15 in a non-equilibrium geometry (ωB97M-V with the def2-TZVPD basis set).

Atoms and positions in Å:
C 37.66 -10.93 -15.64
C 37.83 -10.24 -16.94
C 38.04 -8.70 -16.93
C 37.63 -8.01 -18.16
N 37.30 -7.44 -19.13
H 37.09 -10.41 -14.87
H 38.68 -10.92 -15.24
H 37.32 -11.96 -15.69
H 36.92 -10.48 -17.49
H 38.68 -10.66 -17.48
H 39.09 -8.42 -16.80
H 37.50 -8.19 -16.12
C 31.89 -10.22 -15.21
C 32.25 -9.73 -16.52
O 32.08 -10.80 -17.28
C 32.43 -11.90 -16.54
O 32.78 -13.00 -16.95
O 32.46 -11.48 -15.27
H 30.82 -10.22 -15.00
H 32.34 -9.50 -14.52
H 33.13 -9.11 -16.63
H 31.47 -9.04 -16.82
C 34.00 -20.20 -20.45
C 33.24 -20.57 -21.65
O 34.22 -20.47 -22.63
C 35.42 -20.06 -22.24
O 36.38 -19.78 -23.00
O 35.33 -20.00 -20.89
H 34.03 -21.11 -19.85
H 33.62 -19.32 -19.92
H 32.37 -19.97 -21.91
H 32.87 -21.57 -21.46
C 33.33 -4.81 -7.48
C 31.90 -4.80 -7.05
O 31.18 -4.81 -8.29
C 32.01 -5.12 -9.38
O 31.72 -5.15 -10.59
O 33.20 -5.33 -8.84
H 33.94 -5.41 -6.81
H 33.72 -3.80 -7.60
H 31.75 -3.96 -6.37
H 31.57 -5.71 -6.56
C 29.78 -14.64 -9.19
C 30.75 -15.46 -10.02
O 32.01 -15.18 -9.37
C 31.91 -14.15 -8.45
O 32.88 -13.64 -7.85
O 30.68 -13.81 -8.39
H 29.16 -15.33 -8.61
H 29.23 -13.94 -9.83
H 30.60 -15.23 -11.08
H 30.56 -16.52 -9.82
C 31.04 -11.85 -23.51
C 30.61 -10.48 -22.92
O 30.28 -9.82 -24.12
C 30.13 -10.60 -25.10
O 29.80 -10.17 -26.20
O 30.48 -11.86 -24.76
H 30.71 -12.64 -22.83
H 32.12 -11.94 -23.58
H 31.41 -10.06 -22.32
H 29.78 -10.52 -22.22

Values from the calculation:
orbital gap = 10.823 eV
DFT total energy = -52339.3656 eV
net charge = 0
SMILES = O=C1OCCO1.O=C1OCCO1.O=C1OCCO1.O=C1OCCO1.O=C1OCCO1.CCCC#N
strongest force on any atom = 5.53 eV/Å


[3]
Entry from the OMol25 dataset: C19H27NO4 in the gas phase (ωB97M-V with the def2-TZVPD basis set).

Atoms and positions in Å:
C 3.62 -5.65 1.05
H 4.59 -5.18 1.17
H 3.21 -5.87 2.03
H 3.74 -6.58 0.50
C 2.68 -4.72 0.29
C 3.23 -4.39 -1.09
H 3.29 -5.30 -1.69
H 4.22 -3.95 -1.00
H 2.58 -3.68 -1.61
H 1.69 -5.19 0.21
O 2.57 -3.54 1.09
C 1.56 -2.66 0.89
C 1.61 -1.51 1.68
C 0.63 -0.55 1.58
C -0.43 -0.70 0.69
C -0.48 -1.84 -0.09
C 0.50 -2.82 0.00
H 0.41 -3.69 -0.62
H -1.30 -1.98 -0.78
C -1.50 0.36 0.57
N -0.93 1.62 0.16
C -1.27 2.25 -1.00
O -2.17 1.86 -1.71
C -0.40 3.45 -1.32
C 0.88 2.94 -2.01
C 1.78 4.11 -2.40
C 1.04 5.08 -3.31
C -0.23 5.59 -2.63
C -1.13 4.43 -2.23
H -2.03 4.80 -1.73
H -1.46 3.89 -3.12
H 0.05 6.16 -1.74
H -0.77 6.26 -3.30
H 0.76 4.56 -4.24
H 1.68 5.92 -3.57
H 2.67 3.73 -2.90
H 2.10 4.64 -1.50
H 0.59 2.39 -2.91
H 1.41 2.25 -1.36
H -0.12 3.96 -0.39
H -0.13 1.95 0.67
H -2.22 0.08 -0.21
C -2.27 0.52 1.90
H -1.61 0.90 2.69
C -2.85 -0.80 2.33
O -3.41 -1.59 1.63
O -2.67 -1.00 3.65
H -3.05 -1.85 3.91
H -3.09 1.23 1.75
H 0.69 0.33 2.21
H 2.43 -1.40 2.37

Values from the calculation:
orbital gap = 9.113 eV
DFT total energy = -29823.0436 eV
net charge = 0
SMILES = CC(C)Oc1ccc([C@@H](CC(=O)O)NC(=O)C2CCCCC2)cc1
strongest force on any atom = 0.68 eV/Å


[4]
Entry from the OMol25 dataset: 9 unconnected molecules or ions with the total composition C19H28BrN10 in a non-equilibrium geometry (ωB97M-V with the def2-TZVPD basis set).

Atoms and positions in Å:
Br -5.31 -2.01 -3.34
C -4.78 -0.92 -1.72
N -5.72 0.03 -1.00
C -4.86 0.54 0.14
C -3.37 -0.14 0.04
N -3.38 -1.06 -1.16
H -6.72 0.26 -1.21
H -5.17 1.28 1.00
H -2.47 0.04 0.78
H -2.58 -1.67 -1.50
C -3.05 3.49 3.20
C -2.77 2.09 2.84
N -2.55 0.98 2.55
H -4.06 3.79 2.92
H -2.95 3.65 4.28
H -2.36 4.18 2.71
C 0.87 -2.40 -2.04
C -0.26 -2.44 -1.09
N -1.15 -2.48 -0.35
H 1.71 -3.02 -1.70
H 0.58 -2.77 -3.03
H 1.25 -1.38 -2.17
C 1.81 2.11 -3.73
C 2.08 0.71 -4.10
N 2.30 -0.40 -4.39
H 0.79 2.41 -4.01
H 1.91 2.27 -2.65
H 2.50 2.80 -4.22
C -0.29 1.66 -0.04
C 0.14 2.85 -0.81
N 0.47 3.78 -1.41
H 0.48 1.34 0.66
H -1.20 1.86 0.53
H -0.50 0.81 -0.70
C 5.49 -3.07 -2.69
C 4.37 -3.11 -1.74
N 3.47 -3.15 -1.00
H 6.33 -3.68 -2.35
H 5.20 -3.44 -3.68
H 5.87 -2.05 -2.82
C 3.51 0.17 2.08
C 2.79 0.00 0.81
N 2.21 -0.13 -0.20
H 4.09 1.10 2.09
H 2.83 0.20 2.93
H 4.21 -0.65 2.25
C -7.52 0.16 3.25
C -6.96 1.51 3.45
N -6.51 2.57 3.61
H -8.25 0.15 2.43
H -6.74 -0.57 3.00
H -8.03 -0.21 4.14
C 7.18 -1.57 1.13
C 6.74 -0.85 2.34
N 6.39 -0.28 3.29
H 8.00 -2.26 1.35
H 6.37 -2.17 0.70
H 7.53 -0.89 0.35

Values from the calculation:
orbital gap = 8.728 eV
DFT total energy = -105087.4300 eV
net charge = +1
strongest force on any atom = 8.16 eV/Å


[5]
Entry from the OMol25 dataset: 10 unconnected molecules or ions with the total composition C19H28Cl27N2O6 in a non-equilibrium geometry (ωB97M-V with the def2-TZVPD basis set).

Atoms and positions in Å:
C 5.79 1.48 -2.23
C 4.79 2.37 -2.96
C 4.52 3.65 -2.19
O 5.28 4.04 -1.35
O 3.41 4.34 -2.55
C 2.33 4.21 -1.57
C 1.12 3.53 -2.24
N 0.31 2.96 -1.17
C -0.90 2.29 -1.63
C -0.59 1.23 -2.69
N -0.60 1.69 -4.08
C -0.64 0.54 -4.98
C -1.44 1.53 -0.40
O -1.45 2.37 0.74
O -1.62 1.54 1.90
C -2.06 3.28 -2.01
O -2.88 2.94 -2.87
O -2.09 4.34 -1.32
H 5.90 0.51 -2.73
H 5.48 1.29 -1.20
H 6.79 1.93 -2.20
H 5.23 2.65 -3.92
H 3.87 1.82 -3.15
H 2.09 5.17 -1.13
H 2.67 3.52 -0.80
H 1.54 2.77 -2.89
H 0.58 4.30 -2.81
H 0.05 3.72 -0.56
H -1.31 0.41 -2.61
H 0.40 0.80 -2.43
H 0.25 2.19 -4.30
H 0.09 -0.23 -4.70
H -0.47 0.87 -6.01
H -1.64 0.08 -4.96
H -0.84 0.64 -0.15
H -2.47 1.20 -0.57
H -2.13 0.77 1.59
C -4.60 0.29 2.65
Cl -6.35 0.28 2.40
Cl -4.20 -0.09 4.32
Cl -3.81 -0.86 1.57
H -4.23 1.28 2.42
C -8.78 1.39 5.31
Cl -7.97 0.44 6.55
Cl -10.30 0.62 4.82
Cl -9.08 3.04 5.88
H -8.14 1.44 4.44
C 0.76 -2.92 -0.96
Cl 0.65 -2.63 -2.69
Cl 2.38 -3.47 -0.52
Cl 0.33 -1.47 -0.04
H 0.05 -3.70 -0.70
C -2.58 -4.71 2.43
Cl -1.74 -6.18 2.91
Cl -3.52 -4.04 3.76
Cl -1.41 -3.53 1.83
H -3.26 -4.95 1.62
C 2.37 -5.88 4.10
Cl 1.10 -7.09 4.25
Cl 3.96 -6.59 4.40
Cl 2.32 -5.11 2.51
H 2.20 -5.11 4.84
C -1.38 -1.01 6.97
Cl -1.03 -0.12 5.50
Cl -3.11 -0.93 7.37
Cl -0.87 -2.70 6.82
H -0.83 -0.56 7.78
C 4.27 -3.29 -4.41
Cl 5.08 -4.17 -3.12
Cl 2.81 -4.14 -4.93
Cl 3.89 -1.64 -3.90
H 4.94 -3.23 -5.26
C -0.58 7.47 -0.24
Cl -0.31 8.88 0.80
Cl 0.46 7.56 -1.67
Cl -0.33 5.97 0.63
H -1.60 7.49 -0.58
C 2.67 -7.70 -0.07
Cl 3.08 -6.85 -1.55
Cl 0.93 -7.64 0.23
Cl 3.23 -9.38 -0.12
H 3.17 -7.21 0.76

Values from the calculation:
orbital gap = 6.031 eV
DFT total energy = -373525.8296 eV
net charge = -1
strongest force on any atom = 1.47 eV/Å


[6]
Entry from the OMol25 dataset: a molecular structure, C19H28ClLuO2 in a non-equilibrium geometry (ωB97M-V with the def2-TZVPD basis set).

Atoms and positions in Å:
O -0.07 -0.57 0.48
C -0.65 -0.84 -0.83
C -0.48 -2.33 -0.77
H 0.04 -0.37 -1.55
H -1.65 -0.39 -0.93
C 0.49 -2.01 0.39
H -0.06 -2.86 -1.64
H -1.41 -2.80 -0.45
C 1.91 -1.87 -0.11
H 1.96 -0.99 -0.78
H 2.22 -2.74 -0.70
H 2.62 -1.69 0.71
C 0.19 -2.83 1.62
H -0.88 -3.03 1.72
H 0.52 -2.36 2.55
H 0.65 -3.82 1.56
Lu -0.46 1.51 1.34
C -2.41 1.07 3.30
C -2.83 2.06 2.36
C -3.07 1.40 1.11
H -3.01 3.11 2.56
C -2.78 0.02 1.29
C -2.27 -0.16 2.61
H -1.88 -1.09 3.02
H -2.30 1.20 4.37
H -3.44 1.86 0.20
H -3.01 -0.79 0.60
C 0.45 2.25 3.63
C 0.62 0.84 3.76
C 1.47 0.40 2.72
H 0.28 0.22 4.59
C 1.95 1.56 2.01
C 1.32 2.71 2.60
H 1.55 3.74 2.35
H -0.20 2.87 4.26
H 1.82 -0.62 2.58
H 2.74 1.55 1.27
O 1.06 0.46 -2.60
C 1.19 -0.84 -3.32
C 1.19 -0.59 -4.82
H 0.29 -1.46 -3.15
H 2.04 -1.40 -2.91
C 0.59 0.82 -4.96
H 0.56 -1.34 -5.30
H 2.20 -0.71 -5.25
C 0.45 1.39 -3.54
H -0.39 0.77 -5.43
H 1.23 1.48 -5.56
H -0.61 1.52 -3.26
H 0.91 2.38 -3.45
Cl -0.65 3.33 -0.22

Values from the calculation:
orbital gap = 7.813 eV
DFT total energy = -70395.8616 eV
net charge = 0
strongest force on any atom = 2.87 eV/Å


[7]
Entry from the OMol25 dataset: 2 unconnected molecules or ions with the total composition C19H28ClO2Si in a non-equilibrium geometry (ωB97M-V with the def2-TZVPD basis set).

Atoms and positions in Å:
C 2.78 -3.15 0.21
C 2.14 -1.93 -0.29
C 1.41 -1.80 -1.55
C 1.74 -1.01 0.67
O 1.03 0.05 0.30
Si 0.98 1.59 1.07
C -0.24 2.53 0.03
C 0.40 1.51 2.83
C 2.72 2.21 0.92
O 1.96 -1.17 1.97
C 0.86 -1.79 2.73
H 3.18 -3.74 -0.62
H 3.62 -2.87 0.86
H 2.11 -3.79 0.81
H 1.70 -2.59 -2.25
H 0.32 -1.82 -1.42
H 1.66 -0.84 -2.02
H -0.25 3.58 0.34
H 0.01 2.48 -1.04
H -1.26 2.13 0.16
H 0.29 2.54 3.18
H -0.58 1.02 2.92
H 1.11 1.00 3.50
H 2.78 3.23 1.33
H 3.42 1.58 1.50
H 3.07 2.23 -0.12
H 1.12 -1.67 3.78
H -0.09 -1.28 2.51
H 0.80 -2.85 2.45
Cl 4.50 -6.49 -5.36
C 4.47 -5.11 -4.34
C 3.77 -3.97 -4.74
C 3.74 -2.85 -3.91
C 4.44 -2.83 -2.67
C 4.48 -1.64 -1.86
C 5.47 -1.49 -0.72
C 5.56 0.05 -0.46
C 4.66 0.63 -1.50
C 4.10 -0.35 -2.30
C 5.11 -4.03 -2.28
C 5.14 -5.15 -3.10
H 3.25 -3.96 -5.69
H 3.20 -1.96 -4.23
H 5.14 -2.03 0.17
H 6.46 -1.90 -0.98
H 5.24 0.29 0.57
H 6.60 0.38 -0.56
H 4.51 1.70 -1.61
H 3.44 -0.16 -3.15
H 5.64 -4.06 -1.32
H 5.67 -6.04 -2.80

Values from the calculation:
orbital gap = 5.327 eV
DFT total energy = -44646.0760 eV
net charge = +1
strongest force on any atom = 3.42 eV/Å